The following is a DFT calculation (wB97M-V/def2-TZVPD) of 2 unconnected molecules or ions with the total composition C3H4N4O.

Computed properties:
* HOMO level: -8.9 eV
* energy above the lowest of the compared OMol25 structures with the same formula, charge and spin: 9.5055 eV
* spin multiplicity: 1

```
12
Properties=species:S:1:pos:R:3:forces:R:3
C 0.7779 0.2249 -0.5574 -0.32 -1.15 6.06
C 1.3004 0.0004 0.7297 -0.01 -0.15 -3.37
C -0.9302 -0.0339 0.9992 -2.90 -1.11 3.61
H -0.6029 -0.1154 -2.0954 1.43 -0.10 -2.14
H 2.3481 0.3157 0.6827 0.07 -1.20 1.82
H 0.3100 0.8691 2.8196 0.06 -3.19 -2.26
H -2.1117 -0.6420 2.6349 0.35 2.95 -4.12
N 0.3042 -0.1358 -2.7316 1.89 0.80 4.98
N 1.2882 0.0707 -1.8135 -4.09 -0.20 -3.29
N 0.2592 -0.5028 1.6497 2.76 5.47 1.62
N -2.1573 0.0371 1.5831 3.88 -2.86 0.55
O -0.5865 0.2675 -0.2356 -3.12 0.74 -3.47
```
Forces are in eV/Å.

The following is a DFT calculation (wB97M-V/def2-TZVPD) of a single C3H4N4O molecule.

Computed properties:
* HOMO level: -10.2 eV
* SMILES: [H]/N=C(\C#N)NNC=O
* energy above the lowest of the compared OMol25 structures with the same formula, charge and spin: 5.2353 eV
* spin multiplicity: 1

```
12
Properties=species:S:1:pos:R:3:forces:R:3
C -0.9321 0.5116 -0.2179 1.83 -0.96 4.36
C 1.7612 -0.7251 -0.3493 -0.14 1.05 2.39
C -1.7035 -0.8150 -0.2543 -11.18 -4.01 0.04
H -2.1243 1.4388 -0.9622 -4.07 0.53 -2.62
H 0.4598 1.5410 0.7187 1.39 3.34 -0.51
H 1.5140 -0.8232 1.5523 -1.83 1.26 0.22
H 2.4501 -1.5449 0.0731 -0.44 0.53 -1.46
N -1.3117 1.6401 -0.5313 0.62 1.20 -0.85
N 0.0580 0.6895 0.8170 -0.17 -6.38 -0.27
N 1.0376 -0.3277 0.7691 1.62 -1.84 0.41
N -2.9010 -1.4399 -0.2289 12.12 5.83 -0.31
O 1.6919 -0.1454 -1.3862 0.25 -0.55 -1.40
```
Forces are in eV/Å.

The following is a DFT calculation (wB97M-V/def2-TZVPD) of a single C3H4N4O molecule.

Computed properties:
* HOMO level: -8.8 eV
* SMILES: N/N=c1/ncnco1
* energy above the lowest of the compared OMol25 structures with the same formula, charge and spin: 4.5678 eV
* spin multiplicity: 1

```
12
Properties=species:S:1:pos:R:3:forces:R:3
C 0.8271 0.1112 -0.2562 -3.15 1.67 -2.19
C -0.4898 1.9072 -0.3795 -5.33 7.93 1.38
C -1.4401 0.1682 0.3747 -0.45 -1.41 0.70
H 0.3173 -2.1693 0.2519 4.36 1.09 -0.48
H 2.0922 -2.6161 0.0721 -1.21 1.55 0.00
H -0.8370 3.1090 -0.3591 2.13 -2.66 -1.18
H -2.2454 -0.2613 0.8310 -1.84 -2.35 1.13
N 1.4175 -1.8234 0.2577 -0.16 -4.20 -0.35
N 1.7733 -0.6659 -0.4728 -0.12 -1.21 1.88
N 0.5869 1.4406 -0.6383 5.83 -2.85 -0.81
N -1.5967 1.3733 0.1955 -0.55 1.60 -0.36
O -0.4054 -0.5735 0.1229 0.49 0.86 0.27
```
Forces are in eV/Å.

The following is a DFT calculation (wB97M-V/def2-TZVPD) of a single C3H4N4O molecule.

Computed properties:
* HOMO level: -9.9 eV
* SMILES: [H]/N=C1\N=CN=CON1
* energy above the lowest of the compared OMol25 structures with the same formula, charge and spin: 4.9917 eV
* spin multiplicity: 1

```
12
Properties=species:S:1:pos:R:3:forces:R:3
C -0.7950 0.8119 -0.1327 3.48 0.96 -0.19
C 1.1849 -1.0294 0.7677 -0.50 0.42 -1.26
C -0.5445 -1.3308 -1.0047 2.47 -2.93 3.79
H -2.4466 1.6011 -0.2575 2.03 0.91 2.34
H 0.3750 2.0943 0.5552 1.79 -1.28 0.25
H 1.7678 -1.4442 1.5565 0.30 -1.15 0.49
H -1.0145 -2.2299 -1.4152 0.61 0.51 -0.98
N -1.5087 1.7598 0.3808 -3.61 -2.92 -3.84
N 0.6018 1.2083 0.0180 0.19 -0.19 0.74
N 0.3777 -1.7267 0.0509 0.21 0.22 0.20
N -0.9909 -0.2041 -1.0960 -3.88 4.01 -0.20
O 1.6109 0.2508 0.7878 -3.09 1.44 -1.34
```
Forces are in eV/Å.

The following is a DFT calculation (wB97M-V/def2-TZVPD) of a single C3H4N4O molecule.

Computed properties:
* HOMO level: -8.9 eV
* SMILES: [H]/N=C1\NC=N\C1=N\O
* energy above the lowest of the compared OMol25 structures with the same formula, charge and spin: 3.2765 eV
* spin multiplicity: 1

```
12
Properties=species:S:1:pos:R:3:forces:R:3
C -0.4110 -0.7317 0.0751 -1.68 -3.00 -2.28
C 1.7639 -0.8719 0.0316 0.36 1.32 -0.40
C 0.0684 0.5982 0.0140 -0.52 4.47 0.17
H -3.3464 -0.7641 -0.1948 -1.05 -0.03 -0.02
H 2.8706 -1.2122 0.1585 -2.31 0.58 -0.50
H 2.0816 1.2486 0.3155 -0.61 -0.08 -0.18
H -0.2692 2.5715 -0.1513 0.79 -0.29 -0.23
N -1.6248 -1.1880 -0.1331 1.60 1.18 1.41
N 0.7203 -1.6085 -0.1042 0.16 -0.08 1.24
N 1.4315 0.5521 -0.0391 2.82 -2.76 0.76
N -0.6512 1.6367 -0.1098 -1.29 -0.36 0.64
O -2.6338 -0.2307 0.1376 1.72 -0.95 -0.61
```
Forces are in eV/Å.

The following is a DFT calculation (wB97M-V/def2-TZVPD) of a single C3H4N4O molecule.

Computed properties:
* HOMO level: -10.1 eV
* SMILES: [H]/N=C1\C=NC(=O)N1N
* energy above the lowest of the compared OMol25 structures with the same formula, charge and spin: 2.7707 eV
* spin multiplicity: 1

```
12
Properties=species:S:1:pos:R:3:forces:R:3
C -0.0750 0.6193 0.4201 0.88 3.50 1.44
C -0.9240 -0.1920 1.3581 -2.80 1.71 0.89
C -0.5521 -1.3901 -0.4392 -1.75 -3.04 -2.40
H 2.1886 -0.3514 -0.7649 -1.47 0.33 -2.19
H 1.2901 0.8406 -1.6297 0.00 -2.83 0.50
H -0.3447 2.5381 0.7987 0.53 -0.67 0.16
H -1.3557 0.1435 2.3824 0.87 -0.51 -1.93
N 1.2931 -0.2505 -1.3917 2.79 3.01 1.22
N 0.3476 -0.3789 -0.3780 1.17 -0.41 -2.37
N 0.2148 1.8896 0.2269 -1.00 -2.84 0.32
N -1.4185 -1.1671 0.7080 0.28 -1.53 1.07
O -0.6641 -2.3011 -1.2906 0.51 3.28 3.30
```
Forces are in eV/Å.

The following is a DFT calculation (wB97M-V/def2-TZVPD) of 2 unconnected molecules or ions with the total composition C3H4N4O.

Computed properties:
* HOMO level: -9.0 eV
* SMILES: O=c1[nH]cn[nH]1.C#N
* energy above the lowest of the compared OMol25 structures with the same formula, charge and spin: 1.4265 eV
* spin multiplicity: 1

```
12
Properties=species:S:1:pos:R:3:forces:R:3
C 0.9696 -0.7384 2.0110 -0.72 1.12 -2.23
C -0.3605 0.3409 0.6077 0.36 -0.75 -2.07
C -2.6434 0.9887 -3.0378 -1.32 0.37 0.33
N 1.4151 -1.0065 0.8185 0.99 -1.10 1.00
N 0.6140 -0.4068 -0.0818 -1.49 1.54 2.40
N -1.5744 0.7590 -3.3978 -0.75 0.10 0.27
N -0.0856 0.1831 1.9101 -0.32 -0.80 1.81
O -1.3116 0.9258 0.1790 -1.21 0.97 -1.05
H 1.4065 -1.0085 2.9274 0.51 -0.48 0.72
H -3.7052 1.2351 -2.7128 2.16 -0.51 -0.57
H 0.6921 -0.4433 -1.0691 0.39 -0.26 -0.60
H -0.9388 0.3189 2.4822 1.40 -0.21 -0.02
```
Forces are in eV/Å.

The following is a DFT calculation (wB97M-V/def2-TZVPD) of 2 unconnected molecules or ions with the total composition C3H4N4O.

Computed properties:
* HOMO level (spin up / spin down): -5.1 / -10.6 eV
* energy above the lowest of the compared OMol25 structures with the same formula, charge and spin: 0.0000 eV
* spin multiplicity: 3

```
12
Properties=species:S:1:pos:R:3:forces:R:3
C 1.9162 1.4279 -0.3123 4.07 2.68 5.19
C 0.1073 0.3379 0.3529 -0.43 -1.03 0.87
C -2.6599 -2.3511 0.2707 4.67 0.00 6.22
N 1.2923 1.0614 -1.4134 -3.10 -1.95 -7.38
N 0.2134 0.3665 -1.0380 0.58 0.74 0.65
N -3.4027 -2.2981 -0.5471 -3.68 0.13 -4.42
N 1.3118 0.9444 0.8093 -2.05 -1.00 0.12
O -0.8458 -0.1915 0.8942 1.24 0.74 0.49
H 2.8630 1.9316 -0.2543 0.00 -0.13 -0.26
H -2.0068 -2.3067 1.1915 -1.05 -0.16 -1.85
H -0.5377 0.0880 -1.6714 0.51 0.26 0.35
H 1.7489 0.9897 1.7178 -0.75 -0.28 0.02
```
Forces are in eV/Å.

The following is a DFT calculation (wB97M-V/def2-TZVPD) of 2 unconnected molecules or ions with the total composition C3H4N5.

Computed properties:
* HOMO level: -3.7 eV
* total charge: -1
* energy above the lowest of the compared OMol25 structures with the same formula, charge and spin: 2.0609 eV
* spin multiplicity: 1

```
12
Properties=species:S:1:pos:R:3:forces:R:3
C -0.1269 1.5171 1.0235 -0.39 -0.58 -0.42
C -0.5027 0.2695 0.3542 -1.29 -2.87 0.42
C -0.7681 0.3430 -1.1294 1.10 0.56 -1.92
N 1.9181 -1.9442 1.1274 -0.20 -0.34 0.90
N 0.1462 2.5315 1.4821 0.08 0.35 0.23
N 1.6060 -0.2729 -0.4651 0.53 0.28 0.71
N 1.7673 -1.0780 0.3858 0.71 -0.15 -1.43
N -0.8395 -0.7450 1.1145 0.83 0.57 -0.37
H -0.5935 -0.6848 -1.6629 -0.60 1.86 1.29
H 0.1378 0.9922 -1.5246 -2.43 -0.93 0.25
H -1.8399 0.7568 -1.3344 1.90 -0.56 0.20
H -0.9048 -1.6851 0.6289 -0.24 1.82 0.14
```
Forces are in eV/Å.

The following is a DFT calculation (wB97M-V/def2-TZVPD) of a single C3H4N8S molecule.

Computed properties:
* HOMO level (spin up / spin down): -6.7 / -9.9 eV
* spin multiplicity: 3

```
16
Properties=species:S:1:pos:R:3:forces:R:3
C -1.0062 -0.1499 -0.8091 0.84 1.42 0.12
C 2.8943 1.1213 -0.1699 -0.44 0.44 1.27
C -2.2856 -0.3005 1.3760 1.70 2.15 -1.87
N -1.0430 -1.0330 -1.8606 1.72 2.11 0.49
N -1.9522 -1.9626 -1.6657 -1.51 -1.20 0.46
N -2.4743 -1.7359 -0.5308 -1.99 -2.94 -0.23
N 1.6247 0.9176 0.1212 -1.14 -1.37 2.12
N 3.5328 1.0405 0.9633 3.89 0.29 -0.19
N 1.5486 0.6261 1.4967 -0.99 0.36 -1.23
N 2.7368 0.7122 1.9592 -1.19 -0.04 -1.22
N -1.9949 -0.7121 0.0888 2.53 1.35 -1.90
S 0.1005 1.1744 -0.7986 -1.81 -0.46 0.28
H -2.7587 -0.8881 2.0606 -1.17 -1.59 1.37
H 3.2746 1.4705 -1.1010 0.25 -0.10 -0.39
H -1.6983 0.5767 1.5730 -0.15 0.17 0.65
H -0.4990 -0.8572 -2.7033 -0.53 -0.59 0.26
```
Forces are in eV/Å.

The following is a DFT calculation (wB97M-V/def2-TZVPD) of a gas-phase ion, C3H4NO (charge -1).

Computed properties:
* HOMO level: -1.9 eV
* total charge: -1
* SMILES: CC#CN[O-]
* energy above the lowest of the compared OMol25 structures with the same formula, charge and spin: 1.7674 eV
* spin multiplicity: 1

```
9
Properties=species:S:1:pos:R:3:forces:R:3
C -0.2740 0.3995 -0.3079 1.07 1.19 0.81
C -0.2111 -0.8146 -0.1494 -1.61 -0.68 -1.06
C 0.3313 1.6673 0.1800 -1.04 2.03 -1.16
N -0.6510 -2.0850 -0.2354 1.69 -0.04 0.26
O 0.2034 -2.9735 -0.9526 -0.55 0.21 0.37
H 1.4587 1.6742 0.0794 -1.09 -0.14 0.97
H 0.0611 2.5606 -0.5675 0.23 -1.59 1.64
H -0.1789 1.9324 1.2105 1.63 -0.31 -1.82
H -0.7396 -2.3610 0.7429 -0.32 -0.67 -0.01
```
Forces are in eV/Å.

The following is a DFT calculation (wB97M-V/def2-TZVPD) of 2 unconnected molecules or ions with the total composition C3H4NO.

Computed properties:
* HOMO level: -16.8 eV
* total charge: +1
* energy above the lowest of the compared OMol25 structures with the same formula, charge and spin: 1.2823 eV
* spin multiplicity: 1

```
9
Properties=species:S:1:pos:R:3:forces:R:3
C 1.3347 1.0928 0.8618 -0.65 0.50 -0.69
C -1.4649 -0.8830 -1.0283 -1.63 -1.57 2.47
C -0.8413 1.5515 -0.2148 -2.33 0.23 -3.24
N 0.3823 1.3443 0.2935 3.16 -0.56 1.67
O -1.9611 -1.0037 0.0012 1.12 -0.16 -2.56
H 2.2563 0.9585 1.3794 0.37 -0.21 0.20
H -1.0273 0.8562 -1.0882 0.63 1.05 0.93
H -0.9957 2.5184 -0.6644 0.31 0.73 0.37
H -1.5499 1.3161 0.5286 -1.00 -0.02 0.86
```
Forces are in eV/Å.

Going through the records in order, we get max |F| values of 6.333; 13.452; 9.652; 6.023; 4.504; 4.679; 3.218; 8.234; 3.176; 3.901; 2.564; 3.993 eV Å⁻¹.